The following is a DFT calculation (ωB97M-V/def2-TZVPD) of a cluster of 17 separate species, C40H39Cl65I3N2O2 in total.

```
151
Properties=species:S:1:pos:R:3:forces:R:3
I -2.743534 -1.260829 5.360519 0.293 0.518 0.012
I 0.560631 -0.978735 7.132863 0.128 0.014 -0.805
I 7.870679 1.739291 0.356586 -0.497 -0.309 -0.511
Cl -2.445791 8.238206 3.852868 0.052 0.168 0.188
Cl -3.138697 9.573625 6.324363 0.172 -0.086 -0.080
Cl -7.587700 2.942518 3.466107 -0.004 -0.069 0.206
Cl -1.960485 4.544447 9.571039 0.138 -0.115 -0.181
Cl 0.502493 3.936013 8.177871 -0.072 -0.015 -0.030
Cl -8.664749 2.812349 0.053501 -0.086 -0.108 0.035
Cl 9.205002 -4.377528 2.616018 -0.233 0.005 0.008
Cl 1.841933 -3.517310 -13.801234 0.027 0.116 0.142
Cl 6.487887 -7.321300 -3.033360 -0.135 0.080 -0.069
Cl -2.063769 1.027669 -8.088950 0.044 -0.121 -0.124
Cl -1.739486 -1.586699 -9.286809 0.290 0.155 -0.006
Cl -14.690479 -1.332558 3.286386 0.104 -0.036 -0.155
Cl -7.861940 3.007597 6.346847 0.058 -0.111 -0.154
Cl 0.361192 0.395380 -9.537287 -0.207 0.117 0.126
Cl -10.796714 -5.150689 -2.212652 -0.036 0.161 -0.034
Cl -4.830303 -1.411758 -9.978793 -0.453 -0.082 -0.024
Cl -14.604171 -1.945555 0.458212 -0.182 0.157 0.405
Cl -3.406685 3.959517 -0.568798 -0.037 -0.065 -0.119
Cl 0.298768 -4.186234 -4.052632 0.056 0.126 -0.065
Cl 6.676608 -3.126637 -2.223655 0.583 -0.111 0.060
Cl 0.656326 -2.352456 -11.432102 0.171 -0.174 -0.216
Cl 6.765749 -4.044119 1.096829 -0.185 -0.161 0.333
Cl 5.389029 -5.202165 -4.669641 -0.139 -0.223 0.027
Cl -2.944609 5.741744 -2.801823 0.095 -0.150 0.180
Cl -12.689702 -3.157307 2.264302 -0.098 0.139 -0.019
Cl 2.385283 -3.260850 -5.831898 -0.235 -0.156 0.165
Cl -6.013680 1.152392 5.111343 -0.084 0.025 -0.013
Cl -8.868554 0.743637 4.852057 0.177 0.180 0.112
Cl 4.852126 -7.967595 -5.332154 0.028 0.140 0.160
Cl -1.577550 1.929877 8.389705 0.054 0.204 -0.111
Cl -12.518285 -0.327099 1.660218 -0.683 -0.837 0.161
Cl -7.544448 -2.320606 -10.419422 0.157 -0.051 0.096
Cl -9.904341 -2.418084 -2.546709 -0.099 -0.119 -0.019
Cl -12.472727 -2.964952 -1.318422 0.417 -0.140 -0.474
Cl -0.384918 -2.727179 -6.458271 0.184 0.045 0.205
Cl 5.825911 -2.249531 -6.110939 0.032 0.180 0.070
Cl 9.149974 -1.699345 -2.702675 -0.102 -0.122 0.047
Cl 3.731082 -3.156126 -2.107533 -0.924 -0.191 1.150
Cl -1.964693 4.248063 6.694227 0.164 -0.079 0.217
Cl 0.885951 -1.356167 -4.249322 -0.004 -0.090 -0.039
Cl -1.150696 3.520969 -2.328906 -0.098 0.075 0.072
Cl 8.772469 -4.342804 -3.816822 -0.055 0.161 0.167
Cl 9.131254 -4.018655 -0.966703 0.250 0.104 -0.429
Cl 2.341926 -0.742497 -13.145224 -0.033 -0.154 0.086
Cl -5.399511 -4.237286 -10.084826 -0.065 0.136 0.068
Cl -11.031368 1.987464 1.505705 0.663 0.700 -0.144
Cl 6.457845 0.575208 -5.986441 -0.108 -0.168 0.051
Cl 3.506318 -2.844073 -11.530151 -0.134 0.051 -0.075
Cl -6.305313 -2.667511 -7.826296 0.035 0.010 -0.156
Cl 3.643785 -6.781981 -2.985274 0.127 0.001 -0.101
Cl -2.131705 0.735052 -10.968007 0.076 -0.099 0.159
Cl 6.723644 -3.778807 3.983192 0.035 -0.025 -0.044
Cl -8.696315 0.278090 1.459605 -0.132 0.045 -0.255
Cl 7.121299 -6.377461 2.768860 0.012 0.242 -0.017
Cl -0.816262 7.847168 6.211323 -0.048 0.036 -0.043
Cl 3.735731 -0.288380 -6.460401 0.224 0.196 0.003
Cl -4.415151 -5.990143 -13.069059 0.148 -0.101 0.052
Cl 4.929764 -0.660782 -3.859700 0.022 0.111 -0.247
Cl -0.795783 10.399017 4.840748 -0.089 -0.172 0.068
Cl -2.591725 -8.211771 -13.410026 -0.044 0.151 0.124
Cl -10.280937 0.624974 -0.934408 0.078 0.140 0.179
Cl -1.168380 5.775307 -0.511760 -0.101 -0.126 -0.090
Cl -1.640689 -5.716044 -12.292947 -0.129 -0.084 0.007
Cl -12.089910 -3.432478 -4.149742 0.087 0.002 0.167
Cl -3.415527 -7.408746 -10.753551 0.027 0.067 -0.132
O -0.347162 6.071857 2.601575 -0.137 -0.592 0.472
O -1.891149 5.027424 3.862314 1.626 -1.067 -0.564
N 2.297775 -3.584462 4.341432 0.258 0.806 -0.731
N 3.181157 1.383675 3.581911 -0.703 -1.371 -0.710
C 4.830207 1.491716 0.604373 0.858 0.193 0.427
C 5.927876 1.120807 -0.469140 -0.733 0.839 0.440
C 1.499498 -0.357420 4.207621 2.040 -0.074 -1.210
C 4.925090 2.756857 4.733905 0.029 0.724 -0.354
C -2.168554 4.751606 -1.556752 0.101 0.194 -0.077
C -1.800833 9.016234 5.305603 -0.119 0.099 -0.119
C 2.225520 -1.340191 3.371315 0.580 1.640 -0.631
C 5.201373 0.871791 2.046412 -0.868 1.147 -0.227
C -13.624573 -1.691301 1.916937 0.018 -0.054 0.050
C 7.455036 -4.646055 2.615737 0.069 -0.146 -0.053
C -3.015618 -6.832285 -12.382385 0.022 0.008 -0.062
C 3.470091 -0.929371 2.672891 -1.280 1.095 1.506
C -6.022441 -2.658586 -9.576808 -0.031 0.011 -0.044
C 3.741849 2.758440 3.648810 1.106 0.702 1.303
C 6.072374 3.725659 4.220055 -0.549 -0.219 0.291
C 2.035610 1.014903 4.268677 -1.461 -1.498 0.653
C -2.606794 4.405920 2.747696 -1.001 -0.373 0.055
C -1.392509 0.143420 -9.470672 0.098 0.061 0.020
C 0.222848 2.906852 4.213372 0.538 0.648 0.919
C 0.795587 -2.883743 -5.149250 0.009 -0.119 -0.086
C -1.090142 0.004465 4.628732 0.316 -0.680 0.006
C -1.324099 0.189337 3.078241 -0.726 -0.398 -0.274
C 2.086640 -2.364432 -12.477740 -0.020 -0.032 -0.053
C -11.316379 -3.490865 -2.556465 -0.058 -0.063 0.022
C -0.578450 5.248801 3.451171 0.604 0.989 -0.356
C 0.628116 4.418755 4.029737 -0.306 -0.739 -0.787
C 0.229821 -0.837583 4.967060 -0.605 0.524 -0.790
C 4.287196 -1.959352 1.819577 0.028 0.315 -0.162
C 1.745738 -2.811360 3.182695 -0.386 -0.057 0.196
C -1.252523 3.664542 8.209079 -0.321 0.067 0.159
C 3.904661 0.470397 2.822767 0.177 -2.511 -0.660
C 5.093244 -6.819181 -4.005700 0.001 -0.070 -0.052
C 1.250869 2.073044 5.123525 0.481 0.189 -1.159
C -7.583891 1.961581 4.944182 -0.132 0.024 0.021
C 4.092054 -1.770496 0.258104 -0.089 0.398 0.188
C 8.434417 -3.298542 -2.428128 0.155 -0.003 -0.058
C -9.668541 1.424740 0.520338 0.043 -0.051 -0.083
C 3.104493 -2.790901 -0.422493 -0.160 1.169 -0.158
C -3.942586 3.796286 3.346767 0.692 0.577 -0.656
C 5.239468 -0.653521 -5.605671 -0.045 0.130 -0.111
H 1.405082 4.453242 3.214046 -0.889 0.335 0.751
H 5.283493 1.715818 4.951989 -0.286 0.951 -0.358
H 5.783871 1.780580 -1.360335 0.226 -0.904 0.626
H -1.978261 3.594649 2.275307 -0.471 0.772 0.545
H 5.582123 4.450720 3.509585 0.839 -0.563 0.645
H 5.778162 1.682558 2.561884 -0.581 -1.003 -0.233
H -1.168081 0.935992 5.233025 0.001 -0.798 -0.625
H -4.101240 4.188297 4.388801 0.109 -0.420 -1.071
H 2.892965 -3.713006 0.167937 0.552 0.521 -0.723
H 5.979955 0.037912 -0.720441 0.050 0.970 0.141
H 2.583191 -4.521124 4.049305 -0.102 0.339 0.165
H 5.911360 0.025316 1.904962 -0.877 0.472 0.325
H 5.109777 -1.775889 -0.221982 -1.119 -0.332 0.358
H -3.856693 2.681354 3.355529 -0.358 0.943 0.108
H 6.903847 3.166478 3.712045 -0.833 0.636 0.377
H -0.552108 -0.319560 2.437269 -0.483 0.593 0.767
H 2.061163 -3.244390 2.190855 -0.192 0.776 0.941
H 4.101906 3.123311 2.649578 -0.423 -0.826 0.923
H 4.864887 2.608114 0.723465 -0.137 -0.949 -0.256
H 3.661033 -0.746686 0.078737 0.539 -1.052 0.054
H 2.020033 2.738326 5.586613 -0.860 -0.451 -0.117
H 1.103015 4.893134 4.924134 -0.811 -0.377 -0.439
H 0.164372 2.435980 3.204006 -0.199 0.393 0.853
H 0.620823 -2.898521 3.182465 1.115 0.293 0.022
H -2.786660 5.168782 1.953011 0.094 -0.508 0.768
H 3.135734 -3.065719 4.630366 -0.267 -0.724 0.122
H 3.787455 1.233427 0.292848 0.942 0.036 0.070
H -2.296680 -0.308257 2.809187 1.018 0.579 0.156
H 3.015287 3.520953 4.005787 0.240 -1.034 -0.508
H -4.785976 4.136193 2.686889 0.635 -0.594 0.786
H -1.434825 1.256292 2.758844 0.268 -0.911 0.425
H 5.389689 -1.877268 2.024430 -1.234 0.042 0.076
H 0.641638 1.600652 5.926782 0.979 0.069 -0.559
H -0.039793 -1.886951 4.673560 0.742 1.072 0.358
H 6.487956 4.303126 5.079104 -0.180 -0.456 -0.784
H 4.521990 3.170752 5.699846 0.285 -0.508 -0.919
H -0.766286 2.904383 4.748490 0.885 -0.183 -0.838
H 4.023553 -3.018441 2.065228 0.204 1.060 0.118
H 2.136483 -2.246716 -0.590466 0.785 -0.797 0.126
```
Positions in Å, forces in eV/Å.

Values from the calculation:
HOMO in eV: -11.4
Charge: +1
Gap between HOMO and LUMO in eV: 7.72
Total energy in eV: -887434.311
Lowest unoccupied orbital energy in eV: -3.684